No. 1
{
  "formula": "C2H3FO2S",
  "method": "wB97M-V/def2-TZVPD",
  "elements": ["C", "C", "O", "O", "F", "S", "H", "H", "H"],
  "xyz": [[-1.88134, -0.67273, -0.23133], [1.54136, 0.25636, -0.14298], [-1.98563, -0.90736, -1.38302], [-0.84303, 1.11587, 0.96965], [2.51787, -0.15857, 0.77297], [-0.22406, -0.19068, 0.64181], [-2.53606, -0.50273, 0.65794], [1.62735, 1.39311, -0.23965], [1.78353, -0.33327, -1.04538]],
  "forces_ev_per_angstrom": [[2.1116, -0.2508, -1.2652], [0.2831, 0.1130, -0.3106], [-1.0873, 0.0575, 0.8071], [-0.2349, 1.4786, 0.6225], [-1.1688, 0.3023, -0.2092], [1.4384, -0.5122, 0.9705], [-0.2531, -0.1256, -0.7817], [-0.5413, -1.6553, 0.0441], [-0.5477, 0.5923, 0.1223]],
  "lowdin_charge": [-0.33, -0.27, 0.06, -0.59, -0.12, 0.93, 0.11, 0.12, 0.09],
  "e_homo_ev": -8.8350,
  "total_energy_ev": -19766.8618,
  "gap_ev": 8.86,
  "de_lowest_kj_mol": 297.5,
  "max_force_ha_per_bohr": 0.0481
}

---

No. 2
{
  "formula": "C3H3ClN2S2",
  "method": "wB97M-V/def2-TZVPD",
  "elements": ["S", "C", "N", "C", "Cl", "C", "S", "N", "H", "H", "H"],
  "xyz": [[2.98567, -0.04760, -0.14104], [1.24340, 0.02226, -0.19640], [0.65693, 1.22341, -0.23287], [-0.70482, 0.75456, 0.07684], [-1.97360, 1.95264, -0.08919], [-0.86868, -0.58495, 0.25371], [-2.57292, -1.41713, -0.17310], [0.33778, -1.05758, -0.11974], [3.40683, 1.34519, 0.46044], [-3.17010, -0.09034, -0.34276], [0.65951, -2.10046, 0.50411]],
  "forces_ev_per_angstrom": [[1.5297, 1.6548, 0.9130], [-0.8283, 1.7577, 0.0474], [-2.7975, -3.8475, 1.2582], [0.5603, 2.9812, -0.5420], [0.5909, -0.5551, 0.2875], [-3.4041, 1.3502, -1.9494], [1.5169, 2.9092, 0.6530], [4.3160, -5.3362, 3.2552], [-1.5852, -2.9920, -1.3041], [0.9193, -2.2281, 0.2300], [-0.8179, 4.3058, -2.8487]],
  "lowdin_charge": [0.71, -0.82, 0.06, -0.73, 0.64, -0.62, 0.64, -0.03, 0.02, -0.13, 0.28],
  "e_homo_ev": -8.5098,
  "total_energy_ev": -40329.6598,
  "gap_ev": 8.43,
  "smiles": "Sc1nc(Cl)c(S)[nH]1",
  "de_lowest_kj_mol": 206.5,
  "max_force_ha_per_bohr": 0.1477
}

---

No. 3
{
  "formula": "CHNO3",
  "method": "wB97M-V/def2-TZVPD",
  "elements": ["C", "N", "O", "O", "O", "H"],
  "xyz": [[0.48067, -0.62019, -0.02507], [-0.42573, 0.57604, 0.04494], [1.59652, -0.33717, 0.02919], [0.01545, 1.54975, 0.52558], [-1.58261, 0.41515, -0.35176], [-0.08430, -1.58358, -0.22287]],
  "forces_ev_per_angstrom": [[-3.9285, -0.4482, -0.8196], [1.8663, -6.0047, -1.3175], [3.6596, -0.2102, 0.3667], [2.0248, 5.9854, 2.6848], [-4.3432, -0.2873, -1.2343], [0.7209, 0.9650, 0.3199]],
  "lowdin_charge": [-0.21, -0.42, 0.16, 0.13, 0.18, 0.16],
  "e_homo_ev": [-8.3273, -11.2184],
  "total_energy_ev": -8678.6731,
  "gap_ev": [9.09, 7.14],
  "spin_multiplicity": 3,
  "s_squared": 2.011,
  "de_lowest_kj_mol": 401.1,
  "max_force_ha_per_bohr": 0.1335
}

---

No. 4
{
  "formula": "C6H10N2O",
  "method": "wB97M-V/def2-TZVPD",
  "elements": ["C", "C", "C", "C", "C", "C", "N", "N", "O", "H", "H", "H", "H", "H", "H", "H", "H", "H", "H"],
  "xyz": [[0.90022, 0.15811, 1.12357], [-2.56616, -0.69521, -0.47607], [1.37795, 1.55638, 0.99486], [-0.28773, -0.54642, 0.60800], [-1.29804, 0.09281, -0.29821], [1.44227, -0.15387, -1.74880], [1.67265, -0.46935, -0.56525], [-0.45824, -1.77114, 0.97263], [-1.13800, 1.18045, -0.81057], [1.10297, -0.20754, 2.13574], [0.36622, -2.21423, 1.37727], [-2.30996, -1.65032, -0.93601], [-3.00282, -0.91702, 0.49775], [-3.26832, -0.14265, -1.09505], [1.01968, 2.03247, 0.08070], [1.18388, 2.12553, 1.90236], [2.46429, 1.49988, 0.84370], [0.57973, 0.42602, -2.10399], [2.21940, -0.30392, -2.50264]],
  "forces_ev_per_angstrom": [[-0.6481, 0.2819, -3.0389], [0.1067, -0.0588, -0.1764], [0.1152, 0.2687, -0.8123], [0.2926, -0.4905, 1.6951], [-1.1044, 0.2437, 0.2140], [-0.9940, 1.3637, 0.2217], [2.0534, -0.6518, 2.4795], [-0.6285, 0.1737, -1.3758], [0.3578, -0.2744, 0.1675], [1.0845, -0.9652, -0.7526], [-0.1324, 0.5194, 0.5142], [-0.1321, -0.0446, 0.0500], [0.0268, -0.0571, -0.0264], [0.0735, 0.0457, -0.0045], [-0.3047, 0.1459, 0.4132], [-0.0975, 0.1575, -0.0522], [-0.0471, -0.0104, 0.3716], [-0.0133, 0.0096, 0.0554], [-0.0084, -0.6572, 0.0570]],
  "lowdin_charge": [-0.10, -0.02, -0.09, -0.38, -0.40, -0.12, 0.06, 0.14, 0.07, 0.13, 0.06, 0.09, 0.09, 0.08, 0.07, 0.08, 0.09, 0.07, 0.07],
  "e_homo_ev": [-8.3261, -8.3292],
  "total_energy_ev": -11407.6282,
  "gap_ev": [8.34, 8.34],
  "de_lowest_kj_mol": 430.3,
  "max_force_ha_per_bohr": 0.0639
}

---

No. 5
{
  "formula": "C2H8NS",
  "method": "wB97M-V/def2-TZVPD",
  "elements": ["S", "H", "C", "C", "N", "H", "H", "H", "H", "H", "H", "H"],
  "xyz": [[0.86096, 1.46183, 2.59890], [1.47109, 2.18146, 1.64306], [-0.11539, 0.24246, -1.36038], [-0.69313, -0.66247, -0.26748], [0.34558, -1.23231, 0.58205], [-0.61337, 0.00416, -2.31051], [0.93472, 0.05393, -1.60433], [-0.31232, 1.29308, -1.17067], [-1.32447, -1.43657, -0.71577], [-1.38870, -0.02223, 0.26936], [-0.09172, -1.44893, 1.47556], [0.92678, -0.43441, 0.86019]],
  "forces_ev_per_angstrom": [[0.0057, 0.0608, 0.0162], [0.0099, 0.0319, -0.0101], [-0.3380, -0.6324, -1.0964], [-0.1112, 0.4344, -0.3151], [-0.0903, 0.1579, 0.0522], [-0.1390, 0.1684, 0.0449], [0.0318, 0.1289, 0.5397], [0.3682, 0.0930, 0.2006], [0.2864, -0.2469, -0.0170], [-0.1559, 0.0863, 0.4961], [0.1212, -0.1597, -0.0556], [0.0111, -0.1226, 0.1446]],
  "lowdin_charge": [-0.28, -0.47, -0.13, -0.39, -0.05, 0.05, 0.06, 0.06, 0.08, 0.08, 0.04, -0.05],
  "e_homo_ev": -2.7198,
  "total_energy_ev": -14529.8956,
  "gap_ev": 6.89,
  "charge": -1,
  "de_lowest_kj_mol": 19.1,
  "max_force_ha_per_bohr": 0.0255
}

---

No. 6
{
  "formula": "C22H33As2CaNO3",
  "method": "wB97M-V/def2-TZVPD",
  "elements": ["C", "C", "H", "H", "C", "C", "H", "H", "C", "H", "H", "H", "C", "H", "H", "H", "Ca", "O", "C", "O", "C", "O", "N", "C", "C", "H", "H", "H", "H", "C", "C", "H", "H", "H", "C", "As", "C", "C", "C", "C", "C", "C", "C", "As", "C", "C", "H", "H", "H", "H", "H", "H", "H", "H", "H", "H", "H", "H", "H", "H", "H", "H"],
  "xyz": [[0.17132, -1.65685, -5.03440], [-0.39973, -3.03600, -5.04463], [1.19557, -1.67891, -5.44171], [-0.41999, -1.02274, -5.71679], [-1.03332, -3.55850, -3.97732], [-1.26197, -2.77652, -2.70136], [-0.56384, -3.17409, -1.94190], [-2.26855, -3.00129, -2.31884], [-0.23056, -3.78104, -6.33751], [0.22963, -3.13041, -7.09364], [-1.17963, -4.14078, -6.76177], [0.42657, -4.65743, -6.22971], [-1.51641, -4.97714, -3.99727], [-0.72297, -5.68445, -4.27674], [-2.33118, -5.12924, -4.71994], [-1.89842, -5.28902, -3.01989], [0.81455, -0.04294, 1.00772], [0.00810, 0.00403, -1.08187], [-1.04193, -0.51458, -1.53537], [-1.32497, -0.07879, 1.35447], [-2.28608, -0.05910, 0.54394], [-3.50015, 0.23901, 0.91086], [-2.22355, -0.40732, -0.80408], [-4.39818, 0.03100, -0.22848], [-3.58602, -0.58466, -1.32354], [-4.76268, 1.02064, -0.51568], [-5.20099, -0.61129, 0.12401], [-3.69324, -0.09218, -2.28961], [-3.79202, -1.65210, -1.43521], [-1.06392, -1.25401, -2.84274], [0.21082, -0.99863, -3.64542], [-1.93767, -0.85160, -3.37623], [1.07182, -1.41076, -3.10458], [0.39139, 0.07831, -3.75596], [1.64843, 3.04299, 0.56893], [0.48920, 2.60908, 2.14557], [-1.24503, 3.12324, 2.97463], [1.68711, 3.51857, 3.46633], [2.41669, 4.71161, 3.33134], [3.55889, 4.89703, 4.13707], [3.94817, 3.91599, 5.06046], [3.19353, 2.73877, 5.21941], [2.05470, 2.54550, 4.42381], [1.36378, 0.77387, 3.77490], [3.09208, -0.15052, 3.59210], [0.19798, -0.64907, 4.59220], [1.09068, 2.83068, -0.35832], [2.59242, 2.49236, 0.60703], [1.81977, 4.12253, 0.67348], [-1.37872, 2.56417, 3.90913], [-1.19706, 4.20964, 3.15120], [-2.03372, 2.87017, 2.25019], [2.12286, 5.46642, 2.58893], [4.17095, 5.80334, 4.00243], [4.85924, 4.04423, 5.65965], [3.47120, 1.96744, 5.93490], [3.54388, -0.17774, 4.59090], [2.86679, -1.16844, 3.24547], [3.72807, 0.40357, 2.88878], [-0.83699, -0.41724, 4.31171], [0.35773, -0.59391, 5.68199], [0.53561, -1.61492, 4.18701]],
  "forces_ev_per_angstrom": [[-0.1468, 0.7110, 0.1563], [-0.4740, -0.2937, 0.6345], [-0.3351, 0.0335, 0.1010], [0.2150, -0.1433, 0.0418], [0.4959, 0.5182, -0.9067], [-0.0344, -0.3516, 0.7228], [-0.1431, 0.1760, -0.0202], [0.1623, 0.0048, -0.1134], [0.1534, -0.1952, -0.4122], [-0.1178, -0.1831, 0.1931], [0.1951, 0.0818, 0.2544], [-0.1790, 0.1945, 0.0360], [-0.2962, -0.4518, 0.1026], [-0.1327, 0.2433, 0.0710], [0.1545, 0.1038, 0.1393], [0.0529, 0.0250, -0.0968], [0.6135, 0.9994, 0.6902], [-1.4162, -0.9631, -0.4123], [1.0263, 0.2377, 0.5994], [-2.3901, -0.1052, -1.5416], [1.7246, -0.1464, 1.3220], [0.3017, -0.4712, -0.5292], [0.5823, 0.1698, 0.0784], [-0.9785, 0.9721, 0.5391], [0.6876, -0.9264, -0.6060], [-0.1473, -0.2183, 0.2168], [-0.0383, 0.1864, -0.0396], [-0.1119, 0.0217, 0.1539], [-0.0375, 0.1492, -0.0852], [-0.0686, 0.2378, -0.5152], [0.3796, 0.1572, -0.2815], [0.1207, -0.1119, -0.2060], [-0.1962, 0.0528, 0.0930], [-0.0225, -0.2088, 0.0571], [-1.3422, 2.1974, -0.5749], [-0.2721, 0.4859, -0.8905], [-0.2313, 1.6321, -1.3777], [0.1877, -1.5527, -0.2061], [0.0370, -0.3232, 0.3015], [-0.3215, 0.0217, -0.2418], [-0.2681, -0.3262, 0.1457], [-0.4107, 0.1933, -0.0482], [0.3299, 0.0058, -0.5562], [1.4880, -2.2034, 0.7471], [-0.1592, 0.0051, 0.8254], [0.6693, 1.0922, 1.1999], [0.3572, 0.1611, 0.2358], [-0.1637, -0.0242, 0.4040], [0.5395, -0.3517, -0.7468], [0.4148, 0.0333, -0.3316], [-0.4853, -0.4953, 0.1915], [0.1056, 0.1744, 0.4774], [0.2380, -0.3552, 0.3586], [-0.3995, -0.5425, 0.1579], [-0.4832, 0.0081, -0.3081], [0.2029, 0.2559, -0.0893], [0.3377, -0.2948, -0.4390], [0.3374, 0.1477, 0.1120], [-0.1229, -0.2076, 0.2845], [0.3350, -0.1437, 0.1862], [-0.4736, -0.5058, -0.3937], [-0.0456, 0.4064, 0.1396]],
  "lowdin_charge": [-0.14, -0.25, 0.13, 0.14, -0.24, -0.10, 0.14, 0.11, -0.04, 0.09, 0.10, 0.10, -0.05, 0.09, 0.10, 0.08, 1.29, -0.10, -0.28, -0.13, -0.43, 0.13, 0.10, -0.04, -0.06, 0.15, 0.15, 0.15, 0.14, -0.22, -0.14, 0.16, 0.13, 0.13, -0.29, 0.95, -0.26, -0.39, -0.08, -0.05, -0.05, -0.09, -0.37, 1.00, -0.30, -0.25, 0.02, 0.04, 0.01, 0.04, 0.03, 0.02, 0.11, 0.13, 0.12, 0.11, 0.03, 0.02, 0.04, 0.02, 0.04, 0.03],
  "e_homo_ev": -11.6962,
  "total_energy_ev": -171082.0594,
  "gap_ev": 5.50,
  "charge": 2,
  "de_lowest_kj_mol": 0.0,
  "max_force_ha_per_bohr": 0.0553
}